This record from the OMol25 dataset describes an isolated molecule of CH3N. The level of theory is ωB97M-V/def2-TZVPD.

Each line ends with the Löwdin charge.
Atoms and positions in Å:
1 C 0.001 0.032 0.393  -0.15
2 N -0.464 0.263 -0.759  0.01
3 H -0.573 0.382 1.250  0.05
4 H 0.908 -0.543 0.606  0.06
5 H 0.128 -0.134 -1.489  0.03

Spin multiplicity: 1
SMILES string: C=N
Relative energy (zero: lowest compared OMol25 entry of this formula, charge and spin) in kJ/mol: 0.23
HOMO-LUMO gap in eV: 11.5
Highest occupied orbital energy in hartree: -0.3761



This record from the OMol25 dataset describes an isolated molecule of C26H36FN3O. The level of theory is ωB97M-V/def2-TZVPD.

Each line ends with the Löwdin charge.
Atoms and positions in Å:
1 C -3.614 0.138 -1.069  -0.02
2 C -3.032 0.051 0.307  -0.23
3 C -3.304 -1.054 1.104  -0.04
4 C -2.786 -1.169 2.381  -0.09
5 C -1.967 -0.172 2.880  -0.08
6 C -1.688 0.933 2.097  -0.05
7 C -2.212 1.063 0.815  -0.20
8 C -1.958 2.325 0.038  -0.04
9 C -1.418 2.197 -1.383  -0.47
10 O -2.042 2.663 -2.321  0.05
11 N -0.210 1.612 -1.570  -0.04
12 C 0.644 1.085 -0.530  -0.12
13 H 1.679 1.330 -0.792  0.14
14 C 0.539 -0.436 -0.318  -0.26
15 C 0.998 -1.236 -1.540  -0.16
16 C 1.064 -2.726 -1.211  -0.17
17 C 1.984 -2.934 -0.007  -0.19
18 N 1.534 -2.222 1.171  -0.17
19 C 1.404 -0.804 0.905  -0.15
20 H 0.990 -0.324 1.794  0.12
21 H 2.417 -0.414 0.743  0.13
22 C 0.394 -2.816 1.839  -0.13
23 C 0.469 -2.665 3.337  -0.14
24 C -0.521 -3.231 4.132  -0.25
25 C -0.536 -3.115 5.507  -0.01
26 C 0.484 -2.413 6.127  -0.09
27 C 1.499 -1.861 5.366  -0.08
28 C 1.492 -1.990 3.987  -0.03
29 H 2.293 -1.577 3.395  0.11
30 H 2.304 -1.328 5.848  0.10
31 H 0.487 -2.309 7.201  0.10
32 H -1.333 -3.573 6.072  0.12
33 F -1.510 -3.939 3.534  0.05
34 H 0.370 -3.887 1.612  0.14
35 H -0.569 -2.398 1.503  0.12
36 H 2.072 -3.995 0.238  0.12
37 H 2.985 -2.561 -0.250  0.12
38 H 0.064 -3.098 -0.976  0.11
39 H 1.441 -3.283 -2.070  0.11
40 H 0.311 -1.073 -2.372  0.11
41 H 1.994 -0.900 -1.841  0.12
42 H -0.503 -0.690 -0.105  0.13
43 H 0.416 1.578 0.416  0.11
44 C 0.355 1.723 -2.907  -0.14
45 H 1.116 0.959 -3.048  0.11
46 H -0.457 1.572 -3.621  0.12
47 C 0.994 3.103 -3.117  -0.19
48 N 1.934 3.093 -4.225  -0.28
49 C 2.745 4.294 -4.228  -0.12
50 H 3.468 4.232 -5.040  0.08
51 H 3.287 4.365 -3.286  0.08
52 H 2.149 5.211 -4.360  0.09
53 C 1.267 2.923 -5.501  -0.10
54 H 0.528 3.714 -5.699  0.09
55 H 0.760 1.961 -5.523  0.08
56 H 2.013 2.936 -6.294  0.08
57 H 1.555 3.361 -2.214  0.12
58 H 0.198 3.854 -3.250  0.13
59 H -1.276 2.971 0.597  0.12
60 H -2.905 2.864 -0.068  0.14
61 H -1.063 1.721 2.498  0.12
62 H -1.551 -0.251 3.874  0.11
63 H -3.028 -2.031 2.982  0.10
64 H -3.941 -1.837 0.717  0.11
65 H -2.839 -0.002 -1.822  0.09
66 H -4.061 1.113 -1.247  0.09
67 H -4.373 -0.629 -1.213  0.08

Spin multiplicity: 1
SMILES string: Cc1ccccc1CC(=O)N(CCN(C)C)C[C@H]1CCCN(Cc2ccccc2F)C1
Relative energy (zero: lowest compared OMol25 entry of this formula, charge and spin) in kJ/mol: 5.89
HOMO-LUMO gap in eV: 9.1
Highest occupied orbital energy in hartree: -0.3054



This record from the OMol25 dataset describes an isolated molecule of C16H18N6O2S2. The level of theory is ωB97M-V/def2-TZVPD.

Each line ends with the Löwdin charge.
Atoms and positions in Å:
1 C -2.342 -2.696 -1.639  -0.02
2 C -2.846 -1.636 -0.721  -0.30
3 N -2.310 -0.430 -0.870  0.11
4 C -2.722 0.519 -0.058  -0.66
5 N -3.639 0.419 0.888  0.10
6 C -4.205 -0.773 1.038  -0.32
7 C -3.822 -1.855 0.246  0.03
8 H -4.267 -2.827 0.381  0.12
9 C -5.253 -0.897 2.092  -0.03
10 H -5.366 0.052 2.607  0.08
11 H -4.978 -1.670 2.808  0.08
12 H -6.203 -1.178 1.641  0.08
13 S -1.953 2.085 -0.237  0.98
14 C -0.640 1.654 -1.446  -0.35
15 C 0.272 0.606 -0.951  -0.38
16 N 0.531 -0.509 -1.573  0.08
17 N 1.409 -1.209 -0.837  0.00
18 C 1.681 -0.507 0.235  -0.60
19 N 0.981 0.663 0.223  0.01
20 C 1.054 1.736 1.188  -0.08
21 C 1.728 2.933 0.602  -0.27
22 C 1.239 4.152 0.233  -0.03
23 C 2.340 4.871 -0.295  -0.05
24 C 3.407 4.032 -0.213  -0.11
25 O 3.048 2.858 0.327  0.06
26 H 4.435 4.148 -0.493  0.12
27 H 2.331 5.870 -0.680  0.10
28 H 0.229 4.491 0.334  0.11
29 H 0.043 2.011 1.502  0.10
30 H 1.621 1.360 2.045  0.11
31 S 2.747 -0.956 1.528  1.01
32 C 3.091 -2.689 1.087  -0.36
33 C 4.208 -2.818 0.051  -0.63
34 O 5.336 -3.126 0.360  0.04
35 N 3.797 -2.592 -1.206  0.16
36 H 4.479 -2.619 -1.946  0.11
37 H 2.860 -2.234 -1.388  0.05
38 H 2.160 -3.123 0.729  0.08
39 H 3.410 -3.157 2.018  0.08
40 H -1.115 1.298 -2.357  0.09
41 H -0.111 2.592 -1.621  0.07
42 H -1.329 -2.445 -1.945  0.07
43 H -2.968 -2.732 -2.530  0.09
44 H -2.368 -3.671 -1.160  0.08

Spin multiplicity: 1
SMILES string: Cc1cc(C)nc(SCc2nnc(SCC(N)=O)n2Cc2ccco2)n1
Relative energy (zero: lowest compared OMol25 entry of this formula, charge and spin) in kJ/mol: 0.00
HOMO-LUMO gap in eV: 9.1
Highest occupied orbital energy in hartree: -0.3133



This record from the OMol25 dataset describes a structure of composition C5H9NO. The level of theory is ωB97M-V/def2-TZVPD.

Each line ends with the Löwdin charge.
Atoms and positions in Å:
1 C -1.546 0.834 -0.471  -0.04
2 C -0.229 0.171 0.023  -0.27
3 C 0.567 1.189 0.857  -0.06
4 C 0.184 -1.605 0.617  -0.02
5 N 0.833 -1.607 -0.669  0.04
6 C 0.635 -0.339 -1.099  -0.54
7 O 1.065 0.281 -2.042  0.08
8 H -1.353 1.831 -0.919  0.09
9 H -2.230 1.018 0.360  0.07
10 H -2.062 0.266 -1.251  0.08
11 H 0.105 1.282 1.841  0.08
12 H 0.601 2.203 0.418  0.09
13 H 1.606 0.868 0.967  0.09
14 H 0.859 -1.464 1.476  0.08
15 H -0.259 -2.623 0.798  0.10
16 H 1.398 -2.317 -1.106  0.14

Spin multiplicity: 1
Relative energy (zero: lowest compared OMol25 entry of this formula, charge and spin) in kJ/mol: 225.07
HOMO-LUMO gap in eV: 10.2
Highest occupied orbital energy in hartree: -0.3424